1.
Molecular formula: C4H4
Method: DFT, the ωB97M-V functional and the def2-TZVPD basis

lowest unoccupied orbital energy: 1.22 eV
energy above the lowest of the compared OMol25 structures with the same formula, charge and spin: 227.0 kJ/mol
structure (SMILES): C#C.C#C

```
! wB97M-V def2-TZVPD RIJCOSX def2/J DEFGRID3
* xyz 0 1
C 1.58 0.46 0.06
C 1.57 -0.64 -0.39
C -1.89 -0.24 0.56
C -1.21 0.38 -0.22
H 1.22 1.46 0.44
H 1.63 -1.65 -0.76
H -2.48 -0.78 1.25
H -0.74 1.15 -0.77
*
```

Partial charges, Löwdin, in e:
1. C -0.06
2. C -0.02
3. C 0.02
4. C -0.05
5. H 0.06
6. H 0.04
7. H 0.01
8. H 0.02

2.
Molecular formula: C4H40N2O15
Method: DFT, the ωB97M-V functional and the def2-TZVPD basis

lowest unoccupied orbital energy: 0.27 eV
energy above the lowest of the compared OMol25 structures with the same formula, charge and spin: 322.9 kJ/mol

```
! wB97M-V def2-TZVPD RIJCOSX def2/J DEFGRID3
* xyz 0 1
N -0.61 1.89 3.10
C 0.43 2.00 2.03
C -0.14 1.77 0.64
N -0.17 0.28 0.34
C 0.60 0.03 -0.88
C 0.20 -1.33 -1.39
O 0.13 -2.30 -0.37
H 0.22 -1.96 0.54
H -0.65 2.74 3.65
H -1.52 1.88 2.64
H 0.96 2.96 2.10
H 1.19 1.24 2.21
H 0.43 2.28 -0.13
H -1.18 2.07 0.51
H -1.11 -0.08 0.36
H 1.66 -0.08 -0.62
H 0.60 0.86 -1.61
H -0.77 -1.22 -1.88
H 0.76 -1.70 -2.26
H -3.32 -2.16 -0.79
H -4.79 -1.81 -1.59
O -3.95 -1.53 -1.25
H 4.53 2.45 0.64
H 3.54 1.85 -0.48
O 3.66 2.07 0.45
H 3.29 0.42 -2.53
H 4.60 -0.18 -1.87
O 3.98 0.54 -1.87
H 0.03 1.10 -4.60
H -0.36 -0.29 -4.28
O 0.44 0.23 -4.46
H -3.84 -0.64 0.45
H -2.62 -0.29 1.53
O -3.21 0.01 0.81
H 3.58 -0.82 1.98
H 3.28 0.20 0.77
O 3.01 -0.62 1.23
H -1.53 -0.26 3.61
H -1.22 -1.41 2.66
O -1.96 -0.89 3.01
H -4.48 1.63 -1.31
H -3.09 1.75 -0.85
O -3.70 2.16 -1.48
H -2.85 -1.02 -2.69
H -2.42 0.20 -2.04
O -2.21 -0.31 -2.84
H 3.46 -1.77 -0.14
H 2.62 -2.98 -0.60
O 3.46 -2.54 -0.74
H 1.42 -0.94 1.78
H 0.40 -0.41 2.61
O 0.77 -1.30 2.42
H -0.49 3.59 -3.54
H -1.46 2.52 -3.00
O -0.52 2.72 -3.14
H 1.94 -0.40 4.64
H 2.50 -1.75 4.29
O 2.75 -0.82 4.35
H -1.46 -3.22 -0.52
H -2.42 -3.02 0.63
O -2.38 -3.42 -0.25
*
```

Atomic partial charges in e from the Löwdin method, atoms 1 to 8:
1. N 0.01
2. C -0.23
3. C -0.16
4. N -0.04
5. C -0.20
6. C -0.23
7. O -0.09
8. H 0.06

3.
Molecular formula: C4H41N2O14
Method: DFT, the ωB97M-V functional and the def2-TZVPD basis

lowest unoccupied orbital energy: -2.30 eV
energy above the lowest of the compared OMol25 structures with the same formula, charge and spin: 0.0 kJ/mol

```
! wB97M-V def2-TZVPD RIJCOSX def2/J DEFGRID3
* xyz 1 1
C -2.23 0.46 -2.01
N -2.36 -0.87 -2.59
C -1.10 1.31 -2.56
N 0.28 0.83 -2.25
C 0.53 0.63 -0.79
C 2.02 0.41 -0.59
H -3.18 1.02 -2.15
H -2.11 0.35 -0.92
H -1.45 -1.29 -2.72
H -2.89 -0.86 -3.46
H -1.16 1.46 -3.65
H -1.19 2.35 -2.17
H 0.48 -0.08 -2.72
H 0.95 1.55 -2.62
H -0.04 -0.22 -0.41
H 0.17 1.51 -0.23
H 2.62 1.27 -0.87
H 2.27 0.22 0.44
H 2.39 -0.47 -1.15
H 0.85 3.80 1.34
H 0.94 5.20 0.63
O 0.70 4.28 0.48
H -3.09 -2.50 1.38
H -3.64 -1.20 0.92
O -3.42 -1.66 1.74
H 1.95 3.95 -2.31
H 1.06 3.58 -1.08
O 1.33 3.29 -1.99
H 0.28 -0.01 3.21
H 1.02 0.40 4.50
O 1.13 0.37 3.54
H 1.14 2.07 2.94
H -0.23 2.73 2.87
O 0.72 2.96 2.83
H 2.41 -0.76 3.12
H 3.97 -1.05 3.21
O 3.12 -1.41 2.94
H 1.24 -2.61 -6.05
H -0.01 -3.44 -5.71
O 0.45 -2.62 -5.50
H 1.10 -3.10 1.62
H 0.42 -3.72 2.87
O 0.21 -3.17 2.10
H 2.86 -2.24 1.44
H 3.05 -3.64 0.79
O 2.48 -2.86 0.77
H -1.59 0.83 2.72
H -2.47 1.95 3.32
O -1.73 1.80 2.72
H -1.13 -3.73 1.19
H -1.56 -3.30 -0.20
O -1.90 -3.75 0.58
H 0.65 -2.19 -3.85
H 1.41 -2.28 -2.48
O 0.67 -1.86 -2.92
H -0.58 -1.65 2.48
H -2.04 -1.09 2.41
O -1.13 -0.87 2.76
H -1.02 3.84 0.46
H -1.83 2.80 1.23
O -1.80 3.26 0.38
*
```

Atomic partial charges in e from the Löwdin method, atoms 1 to 8:
1. C -0.26
2. N 0.02
3. C -0.14
4. N 0.02
5. C -0.19
6. C -0.06
7. H 0.14
8. H 0.09

4.
Molecular formula: C4H42NO15S
Method: DFT, the ωB97M-V functional and the def2-TZVPD basis

lowest unoccupied orbital energy (alpha / beta): 0.01 / -0.03 eV

```
! wB97M-V def2-TZVPD RIJCOSX def2/J DEFGRID3
* xyz 0 2
C 1.33 0.25 0.66
C 0.97 0.99 -0.62
C 1.63 0.43 -1.86
S 3.45 0.49 -1.85
C 3.77 2.24 -1.52
N 0.61 -1.06 0.76
H 2.39 0.05 0.75
H 0.99 0.83 1.52
H 1.21 2.05 -0.47
H -0.11 0.98 -0.72
H 1.27 0.92 -2.76
H 1.37 -0.62 -2.00
H 4.85 2.37 -1.53
H 3.39 2.53 -0.54
H 3.35 2.89 -2.28
H -0.38 -0.95 0.50
H 1.05 -1.77 0.17
H 0.61 -1.41 1.75
H -0.17 1.98 3.55
H -0.40 1.67 5.11
O -0.06 1.30 4.28
H -2.12 -3.59 -1.52
H -1.72 -2.29 -0.73
O -1.40 -3.17 -1.03
H -0.89 -0.12 3.57
H -0.60 -1.65 3.39
O -1.19 -0.93 3.11
H -2.65 -0.48 -1.09
H -2.77 -0.91 0.45
O -2.11 -0.63 -0.25
H -3.62 3.66 -2.00
H -2.73 2.62 -2.78
O -3.21 2.81 -1.94
H 3.05 0.51 4.60
H 1.55 0.58 4.24
O 2.38 0.10 4.03
H 0.31 -3.56 -0.89
H 1.72 -3.89 -1.46
O 1.28 -3.52 -0.68
H -2.06 1.09 0.40
H -2.58 2.38 -0.32
O -2.21 2.05 0.54
H -0.97 2.73 1.54
H -0.63 3.99 2.39
O -0.33 3.07 2.23
H 1.74 -1.83 3.60
H 1.51 -3.21 2.86
O 1.06 -2.45 3.29
H 1.99 -5.32 1.90
H 1.83 -4.13 0.86
O 2.16 -4.39 1.76
H -2.63 2.01 -5.07
H -1.21 1.72 -4.56
O -2.15 1.82 -4.25
H -2.79 -1.21 2.44
H -4.23 -0.61 2.19
O -3.59 -1.25 1.86
H 0.92 0.72 -5.33
H 1.09 2.29 -5.33
O 0.45 1.57 -5.21
H -4.00 0.61 -2.21
H -2.93 0.14 -3.19
O -3.49 -0.17 -2.45
*
```

Atomic partial charges in e from the Löwdin method, atoms 1 to 8:
1. C -0.16
2. C -0.26
3. C -0.52
4. S 0.73
5. C -0.43
6. N 0.18
7. H 0.11
8. H 0.10

5.
Molecular formula: C4H42O17
Method: DFT, the ωB97M-V functional and the def2-TZVPD basis

lowest unoccupied orbital energy: -0.19 eV
energy above the lowest of the compared OMol25 structures with the same formula, charge and spin: 89.9 kJ/mol

```
! wB97M-V def2-TZVPD RIJCOSX def2/J DEFGRID3
* xyz 0 1
C -1.63 2.84 -0.25
C -1.40 1.62 0.62
C -1.82 1.58 1.88
C -0.61 0.52 0.00
H -1.07 2.87 -1.18
H -1.48 3.73 0.35
H -2.64 2.67 -0.64
H -1.65 0.75 2.55
H -2.21 2.50 2.32
H -1.14 0.05 -0.84
H -0.37 -0.36 0.61
H 0.21 1.09 -0.45
H -0.17 -2.73 3.40
H -1.18 -3.93 3.00
O -0.92 -3.27 3.64
H 2.01 -0.97 -2.74
H 2.99 -2.20 -2.98
O 2.18 -1.76 -3.25
H 1.62 3.38 2.19
H 0.71 4.08 3.26
O 1.29 3.33 3.10
H 1.27 -2.80 -1.60
H -0.26 -3.03 -1.34
O 0.65 -3.26 -1.04
H -0.22 1.52 -4.29
H -1.81 1.64 -4.38
O -0.96 1.97 -4.73
H 3.09 2.03 0.84
H 1.56 1.93 1.02
O 2.25 2.53 0.72
H -1.60 0.86 -2.65
H -2.66 -0.31 -2.85
O -2.50 0.64 -2.92
H 3.85 1.59 2.85
H 3.83 0.15 2.50
O 3.95 1.01 2.08
H -0.86 -5.09 0.59
H -0.50 -3.67 0.39
O -1.23 -4.21 0.75
H 1.13 0.67 -3.64
H 0.98 1.27 -2.22
O 0.56 0.69 -2.88
H 0.80 4.10 -1.27
H 2.02 3.25 -0.93
O 1.30 3.35 -1.60
H -4.31 -2.36 0.82
H -3.94 -1.15 -0.17
O -4.07 -2.12 -0.07
H 1.22 0.25 4.06
H 1.59 1.75 3.69
O 1.94 0.87 3.96
H 1.61 -0.91 2.42
H 1.83 -2.37 2.14
O 1.61 -1.76 2.85
H -4.64 0.99 -0.35
H -3.32 0.45 -0.89
O -3.85 0.50 -0.08
H 4.40 -1.34 -1.31
H 4.48 -0.31 -0.02
O 3.98 -0.87 -0.60
H -2.14 -3.74 -1.16
H -2.88 -2.53 -1.38
O -2.03 -2.92 -1.67
*
```

Atomic partial charges in e from the Löwdin method, atoms 1 to 8:
1. C -0.05
2. C -0.44
3. C 0.03
4. C -0.05
5. H 0.06
6. H 0.08
7. H 0.08
8. H 0.07

6.
Molecular formula: C4H42O17
Method: DFT, the ωB97M-V functional and the def2-TZVPD basis

lowest unoccupied orbital energy: -0.40 eV
energy above the lowest of the compared OMol25 structures with the same formula, charge and spin: 0.3 kJ/mol

```
! wB97M-V def2-TZVPD RIJCOSX def2/J DEFGRID3
* xyz 0 1
O 3.69 0.55 -0.40
H 3.19 -0.22 -0.14
H 4.11 0.85 0.40
O 2.20 -0.46 2.95
H 2.70 -0.90 2.26
H 2.25 0.47 2.74
O 2.27 1.78 -2.46
H 3.04 2.16 -2.90
H 2.64 1.32 -1.71
O -0.48 1.44 -3.76
H -0.95 2.00 -4.38
H 0.43 1.74 -3.81
O -0.58 -2.85 2.42
H 0.31 -3.15 2.60
H -0.95 -3.51 1.83
O -2.05 3.43 0.23
H -2.91 3.14 -0.08
H -1.42 2.87 -0.24
O 0.09 -1.35 4.61
H -0.35 -1.73 3.85
H 0.90 -0.97 4.25
O -3.00 2.72 2.81
H -2.56 2.58 3.65
H -2.29 2.74 2.17
O 0.29 -2.77 -1.06
H 0.51 -3.67 -1.30
H 0.21 -2.31 -1.90
O 2.62 -1.73 0.17
H 1.76 -2.14 0.08
H 3.23 -2.47 0.27
O 0.40 3.89 1.36
H -0.34 3.84 0.76
H 1.13 3.50 0.88
O -2.53 -1.77 -0.83
H -3.01 -2.58 -0.65
H -1.63 -1.97 -0.59
O -4.37 0.60 1.30
H -4.50 1.19 2.04
H -3.82 -0.10 1.66
O -3.30 -1.71 2.30
H -2.43 -1.61 2.67
H -3.86 -1.88 3.05
O 1.34 2.65 3.97
H 1.06 3.07 3.15
H 0.53 2.38 4.39
C -0.75 0.55 0.91
C 0.18 0.80 -0.23
O 0.02 2.09 -0.83
H -1.80 0.42 0.66
H -0.73 1.20 1.78
H -0.51 -0.44 1.29
H 0.05 0.08 -1.04
H 1.20 0.74 0.14
H 0.74 2.22 -1.45
C 1.09 -2.83 -4.61
C 0.97 -1.25 -4.63
O 0.57 -0.96 -3.27
H 0.17 -3.26 -4.20
H 1.88 -3.24 -3.98
H 1.20 -3.25 -5.61
H 0.22 -1.12 -5.41
H 1.87 -0.67 -4.86
H 0.07 -0.14 -3.28
*
```

Atomic partial charges in e from the Löwdin method, atoms 1 to 8:
1. O -0.05
2. H -0.04
3. H 0.06
4. O -0.03
5. H 0.01
6. H 0.03
7. O -0.03
8. H 0.07

7.
Molecular formula: C4H43NO16
Method: DFT, the ωB97M-V functional and the def2-TZVPD basis

lowest unoccupied orbital energy: -0.05 eV
energy above the lowest of the compared OMol25 structures with the same formula, charge and spin: 325.1 kJ/mol

```
! wB97M-V def2-TZVPD RIJCOSX def2/J DEFGRID3
* xyz 0 1
C 0.30 -0.51 3.90
C 0.00 0.08 2.45
N -0.18 -0.89 1.34
C 0.76 -0.76 0.21
C 0.17 -1.36 -1.05
H 1.32 -0.14 4.14
H 0.46 -1.58 3.80
H -0.53 -0.27 4.56
H -1.05 0.27 2.66
H 0.75 0.82 2.24
H -0.41 -1.79 1.75
H 0.73 0.33 0.26
H 1.76 -1.13 0.43
H -0.90 -1.11 -1.08
H 0.73 -1.10 -1.94
H 0.30 -2.45 -1.16
H -1.71 1.15 1.09
H -2.27 2.52 0.96
O -1.66 2.02 1.51
H -3.28 -0.01 -4.13
H -3.73 0.32 -2.78
O -3.71 0.73 -3.67
H -0.99 -3.90 1.39
H -0.73 -3.88 2.92
O -1.25 -3.48 2.22
H 1.47 -2.78 -3.78
H 0.07 -2.54 -3.47
O 0.63 -3.27 -3.77
H -0.29 3.42 2.11
H -0.24 2.81 3.49
O 0.21 3.47 2.95
H 4.25 -2.62 -0.08
H 4.69 -1.42 1.02
O 4.17 -2.18 0.76
H 2.61 1.64 1.20
H 3.50 0.45 0.83
O 2.86 1.05 0.45
H -1.18 3.23 -1.01
H -0.53 4.48 -0.97
O -1.18 4.00 -0.42
H -3.93 -0.51 -0.17
H -5.38 0.08 -0.09
O -4.57 0.07 -0.60
H 3.24 2.91 2.26
H 2.14 2.74 3.19
O 2.85 2.20 2.79
H 2.61 -1.19 -1.57
H 2.96 -1.21 -3.10
O 3.33 -1.28 -2.21
H 2.26 3.57 -1.87
H 1.99 2.71 -0.62
O 1.57 3.26 -1.28
H -1.11 1.23 -4.52
H -2.30 1.82 -3.76
O -1.54 2.07 -4.33
H -1.28 -4.35 -1.25
H 0.21 -5.05 -0.99
O -0.51 -4.49 -0.70
H -3.06 -1.99 1.88
H -3.37 -0.63 2.41
O -3.81 -1.41 2.06
H 0.09 2.27 -3.50
H 0.95 1.88 -2.22
O 0.73 1.63 -3.15
*
```

Atomic partial charges in e from the Löwdin method, atoms 1 to 8:
1. C -0.05
2. C -0.26
3. N -0.08
4. C -0.27
5. C -0.09
6. H 0.07
7. H 0.05
8. H 0.06

8.
Molecular formula: C4H4AgO2
Method: DFT, the ωB97M-V functional and the def2-TZVPD basis

lowest unoccupied orbital energy: -6.03 eV
energy above the lowest of the compared OMol25 structures with the same formula, charge and spin: 38.2 kJ/mol

```
! wB97M-V def2-TZVPD RIJCOSX def2/J DEFGRID3
* xyz 1 1
H 0.28 -0.59 -2.55
O -2.07 1.08 -0.39
C -1.03 0.69 0.47
C 0.02 0.00 -0.29
C 0.50 -0.35 -1.51
H -2.76 1.51 0.12
H -1.38 0.00 1.26
H -0.56 1.55 0.98
C 1.19 -0.78 -0.38
O 2.18 -1.30 0.14
Ag 3.62 -1.80 2.14
*
```

Atomic partial charges in e from the Löwdin method, atoms 1 to 8:
1. H 0.14
2. O -0.02
3. C -0.21
4. C -0.01
5. C 0.21
6. H 0.10
7. H 0.14
8. H 0.14